Computed, not measured: a cluster of 6 separate species, H12O6 in total, with the ωB97M-V functional and the def2-TZVPD basis.

```
18
Properties=species:S:1:pos:R:3:mulliken_charge:R:1
O -4.571 -0.018 -0.337 -0.59
H -3.227 -1.888 -0.589 0.31
O -0.047 3.703 0.860 -0.64
H -2.357 -0.654 -0.422 0.27
H -3.884 -0.401 -0.894 0.29
O -2.506 -1.534 -0.058 -0.59
O 2.417 -1.878 1.884 -0.63
O 0.440 -0.859 0.118 -0.54
H 4.608 -0.488 -1.951 0.32
H 0.155 2.891 0.383 0.31
H 2.114 -1.082 2.334 0.30
H -4.175 0.793 0.000 0.32
H -0.114 -0.091 -0.064 0.24
H 3.866 0.835 -2.045 0.31
O 4.230 0.212 -1.407 -0.63
H 0.121 -1.529 -0.497 0.31
H 2.543 -1.599 0.971 0.31
H 0.387 3.589 1.713 0.33
```

Charge: 0
HOMO-LUMO gap, hartree: 0.384
Multiplicity: 1
HOMO energy, eV: -10.72